{"formula": "C33H23Br2CuIN2O3S2", "method": "ωB97M-V/def2-TZVPD", "multiplicity": 2, "largest_force_ev_per_a": 6.54, "gap_ev": [2.3, 2.3], "total_energy_ev": -258208.1212, "charge": -2, "homo_ha": [0.0352, 0.0351], "lumo_ev": [3.212, 3.222], "species": ["Cu", "Br", "C", "C", "C", "C", "C", "C", "N", "C", "C", "C", "C", "C", "C", "N", "H", "H", "H", "H", "H", "H", "H", "H", "H", "Br", "C", "C", "C", "C", "C", "C", "I", "H", "H", "H", "H", "O", "S", "O", "O", "S", "C", "C", "C", "C", "C", "C", "C", "C", "C", "C", "C", "C", "C", "C", "C", "H", "H", "H", "H", "H", "H", "H", "H", "H", "H"], "coordinates": [[-6.281, -16.420, -14.428], [-9.568, -19.734, -8.744], [-9.048, -18.830, -10.254], [-8.274, -17.672, -10.233], [-7.707, -17.263, -11.410], [-8.278, -17.747, -12.652], [-9.122, -18.885, -12.608], [-9.464, -19.491, -11.428], [-8.065, -17.075, -13.837], [-9.055, -16.732, -14.651], [-8.656, -16.156, -15.943], [-9.502, -15.917, -17.045], [-8.951, -15.415, -18.215], [-7.582, -15.347, -18.358], [-6.792, -15.488, -17.190], [-7.310, -15.870, -16.026], [-8.029, -17.258, -9.270], [-6.886, -16.566, -11.474], [-9.611, -19.150, -13.556], [-10.023, -20.450, -11.376], [-10.112, -16.695, -14.300], [-10.555, -16.186, -17.038], [-9.621, -15.235, -19.121], [-7.201, -15.210, -19.357], [-5.739, -15.404, -17.249], [-8.700, -9.942, -12.187], [-8.674, -11.555, -11.259], [-8.423, -11.418, -9.856], [-8.450, -12.575, -9.051], [-8.655, -13.806, -9.742], [-8.818, -13.893, -11.108], [-8.965, -12.767, -11.871], [-9.586, -12.907, -13.860], [-8.258, -10.438, -9.416], [-8.377, -12.601, -7.970], [-8.632, -14.668, -9.113], [-9.001, -14.861, -11.555], [-3.902, -15.925, -18.174], [-3.409, -17.290, -18.009], [-4.316, -18.386, -18.154], [-2.082, -17.454, -17.531], [-4.045, -16.550, -13.819], [-4.148, -15.073, -13.213], [-4.273, -14.092, -12.430], [-3.879, -12.964, -11.871], [-3.944, -11.604, -12.529], [-3.954, -10.435, -11.744], [-4.002, -9.210, -12.347], [-4.214, -9.120, -13.731], [-4.516, -10.272, -14.464], [-4.290, -11.532, -13.858], [-3.212, -12.984, -10.534], [-2.034, -12.266, -10.294], [-1.354, -12.410, -9.062], [-1.905, -13.317, -8.121], [-3.170, -13.893, -8.272], [-3.767, -13.765, -9.523], [-3.861, -10.492, -10.663], [-3.953, -8.279, -11.778], [-4.155, -8.175, -14.261], [-4.945, -10.136, -15.463], [-4.414, -12.480, -14.449], [-1.518, -11.675, -11.054], [-0.404, -12.001, -8.816], [-1.281, -13.589, -7.264], [-3.610, -14.452, -7.458], [-4.690, -14.287, -9.734]]}

=====

{"formula": "C33H23F9GePPdSe3Te", "method": "ωB97M-V/def2-TZVPD", "largest_force_ev_per_a": 1.19, "gap_ev": 6.7, "de_lowest_kj_mol": 0.0, "total_energy_ev": -331666.8621, "charge": 1, "homo_ha": -0.4235, "lumo_ev": -4.822, "species": ["Pd", "Se", "Se", "Te", "Se", "Ge", "C", "C", "C", "C", "C", "C", "C", "C", "C", "C", "C", "C", "H", "H", "H", "H", "H", "H", "H", "H", "H", "H", "H", "F", "C", "F", "F", "C", "C", "C", "C", "C", "C", "P", "C", "C", "C", "C", "C", "C", "C", "F", "F", "F", "C", "C", "C", "C", "C", "C", "C", "F", "F", "F", "H", "H", "H", "H", "H", "H", "H", "H", "H", "H", "H", "H"], "coordinates": [[-0.089, -1.363, -0.234], [1.851, -0.828, 1.131], [2.289, -3.177, 0.710], [-0.141, -3.851, 0.539], [-1.113, -3.126, -1.614], [-0.279, -0.610, 2.454], [-2.066, -0.778, 1.673], [-2.600, 0.199, 0.833], [-3.895, 0.080, 0.338], [-4.669, -1.019, 0.675], [-4.152, -1.996, 1.524], [-2.866, -1.873, 2.015], [0.166, 1.173, 3.076], [-0.690, 2.266, 2.937], [-0.354, 3.499, 3.478], [0.839, 3.655, 4.172], [1.694, 2.571, 4.330], [1.355, 1.339, 3.791], [0.063, -1.728, 3.443], [-2.008, 1.062, 0.546], [-4.298, 0.850, -0.309], [-5.675, -1.114, 0.288], [-4.760, -2.846, 1.804], [-2.482, -2.638, 2.682], [-1.638, 2.165, 2.423], [-1.029, 4.339, 3.366], [1.096, 4.617, 4.596], [2.619, 2.686, 4.880], [2.030, 0.501, 3.931], [2.990, 5.824, 0.265], [1.959, 5.823, -0.596], [0.936, 6.443, 0.017], [2.310, 6.562, -1.653], [1.584, 4.416, -0.981], [1.048, 3.591, -0.006], [0.711, 2.287, -0.331], [0.911, 1.798, -1.617], [1.441, 2.644, -2.588], [1.780, 3.950, -2.272], [0.461, 0.076, -2.006], [1.956, -0.618, -2.777], [1.878, -1.654, -3.698], [3.030, -2.253, -4.183], [4.269, -1.824, -3.735], [4.362, -0.793, -2.810], [3.210, -0.191, -2.333], [5.523, -2.509, -4.208], [5.354, -3.088, -5.403], [6.546, -1.650, -4.308], [5.895, -3.472, -3.345], [-0.760, 0.184, -3.345], [-2.109, 0.047, -3.026], [-3.079, 0.180, -4.007], [-2.701, 0.445, -5.313], [-1.361, 0.571, -5.648], [-0.393, 0.443, -4.665], [-3.754, 0.537, -6.387], [-4.902, 1.036, -5.907], [-4.027, -0.678, -6.892], [-3.360, 1.315, -7.402], [0.889, 3.960, 0.999], [0.279, 1.651, 0.430], [1.606, 2.288, -3.597], [2.195, 4.603, -3.028], [0.917, -2.010, -4.047], [2.961, -3.051, -4.908], [5.332, -0.453, -2.470], [3.300, 0.614, -1.615], [-2.408, -0.186, -2.012], [-4.127, 0.074, -3.756], [-1.073, 0.767, -6.672], [0.650, 0.523, -4.941]]}

=====

{"formula": "C33H24AsBrIrN3OSbSe4", "method": "ωB97M-V/def2-TZVPD", "largest_force_ev_per_a": 1.42, "gap_ev": 5.1, "total_energy_ev": -442774.6236, "charge": -1, "homo_ha": -0.1574, "lumo_ev": 0.829, "species": ["Ir", "Se", "Sb", "Se", "Se", "Se", "Br", "C", "C", "C", "C", "C", "C", "N", "N", "C", "C", "C", "C", "O", "C", "N", "C", "C", "C", "C", "H", "H", "H", "H", "H", "H", "H", "H", "H", "C", "C", "C", "C", "C", "C", "As", "C", "C", "C", "C", "C", "C", "C", "C", "C", "C", "C", "C", "H", "H", "H", "H", "H", "H", "H", "H", "H", "H", "H", "H", "H", "H", "H"], "coordinates": [[-1.538, -0.958, 1.063], [-6.878, -0.715, -0.039], [-5.133, -0.745, 1.593], [-3.367, -2.526, 1.043], [-3.158, 0.817, 0.968], [-5.606, -0.575, 3.923], [3.689, 5.422, 0.868], [3.934, 3.971, 2.064], [5.196, 3.428, 2.232], [5.361, 2.360, 3.099], [4.275, 1.802, 3.772], [3.015, 2.387, 3.608], [2.845, 3.466, 2.759], [4.584, 0.708, 4.625], [3.711, -0.072, 5.088], [2.529, -0.408, 4.437], [1.545, -0.930, 5.273], [0.251, -1.194, 4.859], [-0.136, -0.933, 3.541], [-1.328, -1.130, 3.115], [0.898, -0.465, 2.625], [0.501, -0.281, 1.329], [1.414, -0.001, 0.419], [2.779, 0.054, 0.723], [3.185, -0.102, 2.019], [2.228, -0.297, 3.039], [6.040, 3.835, 1.692], [6.338, 1.918, 3.251], [2.162, 2.008, 4.153], [1.866, 3.906, 2.630], [1.826, -1.082, 6.309], [-0.493, -1.590, 5.535], [1.071, 0.165, -0.592], [3.491, 0.210, -0.075], [4.238, -0.112, 2.259], [-5.525, -1.893, -3.702], [-5.239, -0.562, -3.452], [-4.102, -0.218, -2.735], [-3.237, -1.206, -2.287], [-3.541, -2.544, -2.512], [-4.683, -2.885, -3.218], [-1.643, -0.727, -1.294], [-0.272, -1.852, -2.119], [0.671, -1.389, -3.030], [1.665, -2.237, -3.503], [1.722, -3.555, -3.075], [0.790, -4.022, -2.157], [-0.191, -3.171, -1.670], [-1.209, 1.022, -2.016], [-0.717, 2.013, -1.173], [-0.386, 3.263, -1.678], [-0.558, 3.534, -3.028], [-1.046, 2.548, -3.875], [-1.365, 1.294, -3.373], [-6.422, -2.162, -4.246], [-5.916, 0.214, -3.785], [-3.912, 0.822, -2.503], [-2.902, -3.327, -2.129], [-4.926, -3.929, -3.371], [0.641, -0.362, -3.373], [2.396, -1.865, -4.211], [2.498, -4.214, -3.444], [0.830, -5.048, -1.814], [-0.891, -3.529, -0.922], [-0.615, 1.816, -0.113], [-0.002, 4.026, -1.012], [-0.320, 4.515, -3.419], [-1.187, 2.757, -4.928], [-1.740, 0.528, -4.040]]}

=====

{"formula": "C33H24BBrF2N9Ti", "method": "ωB97M-V/def2-TZVPD", "multiplicity": 2, "largest_force_ev_per_a": 0.88, "gap_ev": [7.4, 5.2], "de_lowest_kj_mol": 224.4, "total_energy_ev": -147278.6349, "charge": 2, "homo_ha": [-0.5176, -0.5176], "lumo_ev": [-6.711, -8.918], "species": ["Ti", "C", "C", "N", "N", "C", "B", "N", "C", "C", "C", "N", "N", "C", "C", "C", "N", "N", "C", "C", "C", "N", "H", "H", "H", "H", "H", "H", "H", "H", "H", "H", "H", "H", "Br", "C", "C", "C", "C", "C", "C", "C", "C", "C", "C", "H", "H", "H", "H", "H", "H", "F", "C", "C", "C", "C", "C", "F", "C", "C", "C", "C", "C", "C", "N", "H", "H", "H", "H", "H", "H"], "coordinates": [[-0.251, 0.170, 0.250], [-0.757, 3.715, 2.556], [-0.624, 3.156, 1.300], [-0.442, 1.831, 1.397], [-0.485, 1.514, 2.735], [-0.652, 2.645, 3.431], [0.073, 0.140, 3.326], [1.495, -0.031, 2.728], [2.673, -0.365, 3.278], [3.525, -0.790, 2.277], [2.777, -0.701, 1.116], [1.548, -0.229, 1.376], [-0.719, -1.115, 2.800], [-1.117, -2.190, 3.513], [-1.400, -3.224, 2.648], [-1.130, -2.712, 1.381], [-0.708, -1.457, 1.482], [-0.039, 0.212, 4.811], [-1.199, 0.271, 5.529], [-0.866, 0.397, 6.849], [0.545, 0.422, 6.851], [1.040, 0.309, 5.634], [-0.898, 4.752, 2.806], [-0.641, 3.630, 0.333], [-0.681, 2.625, 4.509], [2.802, -0.277, 4.343], [4.542, -1.124, 2.380], [3.063, -0.974, 0.113], [-1.151, -2.153, 4.589], [-1.735, -4.214, 2.899], [-1.216, -3.181, 0.413], [-2.164, 0.215, 5.049], [-1.532, 0.464, 7.692], [1.213, 0.511, 7.694], [2.043, 1.157, -1.185], [1.140, 1.687, -2.739], [1.876, 1.899, -3.900], [1.223, 2.354, -5.034], [-0.138, 2.633, -4.977], [-0.855, 2.431, -3.791], [-2.206, 2.823, -3.714], [-2.890, 2.728, -2.496], [-2.289, 2.137, -1.412], [-0.959, 1.588, -1.420], [-0.228, 1.895, -2.631], [2.942, 1.714, -3.915], [1.779, 2.511, -5.948], [-0.651, 3.023, -5.847], [-2.688, 3.241, -4.590], [-3.897, 3.114, -2.414], [-2.877, 2.088, -0.507], [0.757, -3.088, -3.916], [-0.171, -2.499, -3.166], [0.223, -1.536, -2.253], [-0.742, -0.922, -1.460], [-2.096, -1.287, -1.581], [-2.423, -2.266, -2.519], [-3.693, -2.664, -2.655], [-1.488, -2.881, -3.323], [-3.054, -0.682, -0.638], [-4.439, -0.753, -0.734], [-5.222, -0.166, 0.244], [-4.611, 0.480, 1.309], [-3.234, 0.541, 1.330], [-2.472, -0.007, 0.376], [1.278, -1.305, -2.193], [-1.779, -3.640, -4.036], [-4.896, -1.266, -1.563], [-6.300, -0.216, 0.177], [-5.184, 0.937, 2.103], [-2.716, 1.059, 2.125]]}

=====

{"formula": "C33H24Br3CeN4O7", "method": "ωB97M-V/def2-TZVPD", "largest_force_ev_per_a": 2.89, "gap_ev": 6.6, "de_lowest_kj_mol": 0.0, "total_energy_ev": -277953.2396, "charge": 1, "homo_ha": -0.3974, "lumo_ev": -4.212, "species": ["Ce", "O", "C", "C", "C", "C", "C", "C", "C", "O", "N", "N", "C", "C", "Br", "C", "C", "C", "C", "C", "C", "C", "H", "H", "H", "H", "H", "H", "H", "H", "H", "H", "H", "H", "H", "H", "C", "C", "C", "C", "C", "C", "Br", "C", "C", "Br", "C", "O", "C", "N", "H", "H", "H", "H", "H", "H", "O", "C", "O", "C", "C", "C", "C", "C", "C", "N", "O", "O", "H", "H", "H", "H"], "coordinates": [[-0.167, 0.281, 0.705], [2.519, -0.618, -3.091], [3.700, -0.439, -2.407], [4.885, -0.306, -3.154], [6.083, -0.113, -2.456], [6.105, -0.076, -1.055], [4.931, -0.298, -0.357], [3.741, -0.489, -1.021], [2.496, -0.752, -0.266], [1.459, 0.255, -0.511], [1.913, -2.067, -0.524], [0.622, -2.090, 0.047], [-0.035, -3.128, -0.297], [-1.420, -3.495, 0.018], [-2.422, -1.962, 0.605], [-1.918, -4.693, -0.153], [-1.260, -5.932, -0.691], [-1.985, -6.721, -1.598], [-1.547, -7.988, -1.956], [-0.425, -8.495, -1.375], [0.275, -7.793, -0.454], [-0.094, -6.498, -0.087], [1.847, -0.164, -2.549], [4.778, -0.331, -4.223], [6.966, 0.020, -3.008], [7.137, 0.043, -0.688], [4.913, -0.332, 0.730], [2.621, -0.755, 0.813], [1.927, -2.272, -1.518], [0.493, -3.894, -0.873], [-3.000, -4.906, 0.034], [-2.899, -6.319, -2.055], [-2.027, -8.593, -2.738], [-0.122, -9.525, -1.666], [1.232, -8.135, -0.096], [0.394, -5.926, 0.718], [0.534, 3.587, -0.924], [0.780, 3.663, 0.597], [1.128, 4.933, 1.248], [1.312, 4.992, 2.583], [1.234, 3.857, 3.399], [1.489, 3.710, 4.790], [1.782, 5.212, 5.888], [1.460, 2.456, 5.388], [1.236, 1.289, 4.700], [1.412, -0.421, 5.486], [0.887, 1.417, 3.380], [0.504, 0.346, 2.650], [0.886, 2.677, 2.703], [0.609, 2.607, 1.393], [1.340, 4.056, -1.429], [-0.383, 4.124, -1.056], [0.476, 2.577, -1.366], [1.322, 5.817, 0.642], [1.578, 5.910, 2.975], [1.744, 2.422, 6.434], [-2.340, 1.120, 1.352], [-2.464, 1.688, 0.250], [-1.502, 1.672, -0.613], [-3.725, 2.371, -0.131], [-4.879, 2.315, 0.668], [-6.070, 2.914, 0.291], [-6.114, 3.723, -0.840], [-4.986, 3.876, -1.607], [-3.779, 3.288, -1.247], [-5.111, 4.614, -2.931], [-4.112, 4.872, -3.531], [-6.241, 4.860, -3.339], [-4.850, 1.679, 1.559], [-6.947, 2.632, 0.820], [-7.003, 4.252, -1.125], [-2.924, 3.398, -1.861]]}

=====

{"formula": "C33H25Br5F4N2O2PRuSi", "method": "ωB97M-V/def2-TZVPD", "largest_force_ev_per_a": 2.43, "gap_ev": [4.8, 4.3], "total_energy_ev": -422527.5677, "charge": 1, "homo_ha": [-0.3822, -0.3717], "lumo_ev": [-5.600, -5.784], "species": ["Ru", "C", "C", "C", "C", "C", "C", "N", "N", "Si", "C", "C", "C", "H", "H", "H", "H", "H", "H", "H", "H", "H", "H", "H", "H", "H", "H", "H", "Br", "C", "C", "Br", "C", "Br", "C", "O", "C", "O", "C", "Br", "F", "C", "C", "F", "C", "F", "C", "P", "C", "C", "C", "C", "C", "C", "C", "C", "C", "C", "C", "C", "C", "Br", "C", "F", "H", "H", "H", "H", "H", "H", "H", "H", "H", "H"], "coordinates": [[-0.854, 0.001, -0.474], [-0.745, 2.373, 2.314], [-1.293, 0.992, 2.473], [-1.914, 0.576, 3.643], [-2.390, -0.725, 3.750], [-2.291, -1.615, 2.698], [-1.673, -1.162, 1.538], [-1.146, 0.090, 1.495], [-1.512, -1.679, 0.283], [-2.420, -3.007, -0.484], [-3.923, -3.420, 0.556], [-3.044, -2.345, -2.128], [-1.290, -4.496, -0.608], [-1.449, 3.104, 2.712], [-0.525, 2.603, 1.277], [0.186, 2.469, 2.873], [-2.015, 1.274, 4.462], [-2.867, -1.042, 4.669], [-2.697, -2.613, 2.756], [-4.457, -2.519, 0.866], [-3.698, -4.020, 1.439], [-4.611, -4.007, -0.060], [-4.109, -2.118, -2.039], [-2.927, -3.080, -2.928], [-2.557, -1.424, -2.449], [-1.382, -5.118, 0.285], [-0.243, -4.202, -0.698], [-1.537, -5.116, -1.473], [-5.841, 4.855, -1.073], [-4.202, 3.957, -1.064], [-2.985, 4.691, -1.297], [-3.056, 6.534, -1.600], [-1.770, 4.052, -1.293], [-0.132, 4.923, -1.560], [-1.710, 2.659, -1.062], [-0.614, 2.001, -1.019], [-2.932, 1.919, -0.821], [-2.821, 0.665, -0.609], [-4.172, 2.604, -0.829], [-5.700, 1.575, -0.498], [4.006, -5.332, -1.394], [3.480, -4.144, -1.160], [4.041, -3.306, -0.218], [5.119, -3.685, 0.450], [3.484, -2.056, 0.017], [4.132, -1.280, 0.884], [2.344, -1.624, -0.647], [1.520, -0.008, -0.405], [2.308, 0.992, -1.694], [1.581, 1.567, -2.731], [2.234, 2.276, -3.728], [3.613, 2.408, -3.697], [4.347, 1.830, -2.669], [3.699, 1.122, -1.671], [2.057, 0.668, 1.188], [1.872, -0.103, 2.338], [2.233, 0.398, 3.575], [2.754, 1.684, 3.678], [2.897, 2.468, 2.544], [2.548, 1.964, 1.297], [1.828, -2.473, -1.636], [0.417, -1.931, -2.762], [2.377, -3.714, -1.883], [1.877, -4.513, -2.818], [0.504, 1.480, -2.763], [1.662, 2.725, -4.530], [4.121, 2.961, -4.477], [5.424, 1.929, -2.645], [4.277, 0.672, -0.872], [1.463, -1.105, 2.263], [2.111, -0.212, 4.460], [3.041, 2.075, 4.645], [3.286, 3.474, 2.624], [2.659, 2.582, 0.416]]}